(1)
The following is a quantum chemistry calculation of CH3I2O2P in the gas phase at a distorted geometry, from the OMol25 dataset.

Values from the calculation:
- 2S+1: 1
- Max |F|: 0.03739 hartree/bohr
- Frontier orbital gap: 8.84 eV
- HOMO level: -10.08 eV
- Charge: 0
- Relative energy (zero: lowest compared OMol25 entry of this formula, charge and spin): 0.000 eV

Geometry (Å):
C 1.323 0.003 0.258
O -1.907 0.030 -1.890
O 0.360 0.109 -0.816
P -1.230 0.062 -0.614
I -1.725 1.985 0.751
I -1.577 -2.081 0.624
H 2.325 0.042 -0.120
H 1.096 -0.958 0.723
H 1.336 0.809 1.084

Forces on atoms 1 to 6 (eV/Å):
-0.666 0.381 1.625
-0.689 0.130 -0.573
0.019 0.698 0.708
1.438 -0.728 0.431
-0.048 -0.282 0.060
-0.002 0.874 -0.207

=====

(2)
The following is a quantum chemistry calculation of CH3I2O2P in the gas phase at a distorted geometry, from the OMol25 dataset.

Values from the calculation:
- 2S+1: 1
- Max |F|: 0.06715 hartree/bohr
- Frontier orbital gap: 8.95 eV
- HOMO level: -9.88 eV
- Charge: 0
- Relative energy (zero: lowest compared OMol25 entry of this formula, charge and spin): 0.126 eV

Geometry (Å):
C -1.312 0.088 0.131
O 2.050 -1.354 -1.174
O -0.330 -0.732 -0.499
P 1.201 -0.447 -0.370
I 1.671 -0.521 2.074
I 1.557 1.867 -0.853
H -2.192 -0.478 0.339
H -1.829 0.886 -0.584
H -0.816 0.690 0.937

Forces on atoms 1 to 6 (eV/Å):
-0.601 3.160 -1.255
-0.913 0.903 0.899
-0.794 0.081 -0.257
1.725 -1.076 -0.133
-0.142 -0.119 -0.657
-0.050 0.243 -0.179

=====

(3)
The following is a quantum chemistry calculation of CH3IN2 in the gas phase at a distorted geometry, from the OMol25 dataset.

Values from the calculation:
- 2S+1: 1
- Max |F|: 0.12144 hartree/bohr
- Frontier orbital gap (spin up / spin down): 8.22 / 8.22 eV
- HOMO level (spin up / spin down): -8.16 / -8.16 eV
- Charge: 0
- Relative energy (zero: lowest compared OMol25 entry of this formula, charge and spin): 1.620 eV

Geometry (Å):
C -0.415 0.296 0.760
N 0.299 -0.083 -1.727
N 0.298 -0.060 -0.367
I 0.661 -0.234 2.521
H -1.402 0.429 0.879
H -0.700 -0.081 -1.897
H 1.258 -0.266 -0.168

Forces on atoms 1 to 6 (eV/Å):
5.517 -2.035 -2.102
-1.755 -0.234 2.906
0.120 1.029 -0.037
-0.552 0.329 -0.464
-3.377 0.494 -0.233
-0.443 0.397 -0.976

=====

(4)
The following is a quantum chemistry calculation of 2 unconnected molecules or ions with the total composition CH3IN4 at a distorted geometry, from the OMol25 dataset.

Values from the calculation:
- 2S+1: 1
- Max |F|: 0.06573 hartree/bohr
- Frontier orbital gap: 10.17 eV
- HOMO level: -9.52 eV
- Charge: 0
- Relative energy (zero: lowest compared OMol25 entry of this formula, charge and spin): 1.621 eV

Geometry (Å):
C 1.142 1.151 0.354
N -1.059 -0.089 -0.071
N -1.263 -1.190 -0.144
N 0.900 2.019 -0.495
N -1.342 -2.365 -0.042
I 2.822 -0.108 0.080
H 0.637 0.929 1.291
H 0.073 2.586 -0.332
H -1.910 -2.933 -0.641

Forces on atoms 1 to 6 (eV/Å):
0.541 0.325 0.208
-0.686 0.113 -0.276
-0.031 2.260 -0.283
0.333 0.192 -0.430
0.449 -3.192 1.017
-0.061 -0.043 0.048

=====

(5)
The following is a quantum chemistry calculation of 2 unconnected molecules or ions with the total composition CH3IN4 at a distorted geometry, from the OMol25 dataset.

Values from the calculation:
- 2S+1: 3
- Max |F|: 0.04751 hartree/bohr
- Frontier orbital gap (spin up / spin down): 8.33 / 6.24 eV
- HOMO level (spin up / spin down): -7.54 / -9.85 eV
- Charge: 0
- Relative energy (zero: lowest compared OMol25 entry of this formula, charge and spin): 0.000 eV

Geometry (Å):
C -1.462 -0.058 -1.077
N -0.705 -1.334 -0.931
N 0.224 -1.078 -0.184
N -0.741 0.834 -0.256
N 0.260 0.281 0.253
I 1.279 -0.444 3.726
H -1.451 0.435 -2.109
H -2.511 -0.370 -0.880
H 2.420 0.667 3.864

Forces on atoms 1 to 6 (eV/Å):
-0.873 -0.850 -2.117
0.324 0.186 -0.227
0.213 -0.627 -0.306
0.025 1.293 1.262
-0.073 0.186 0.206
-0.078 -0.115 0.035

=====

(6)
The following is a quantum chemistry calculation of 2 unconnected molecules or ions with the total composition CH3INOP at a distorted geometry, from the OMol25 dataset.

Values from the calculation:
- 2S+1: 1
- Max |F|: 0.05504 hartree/bohr
- Frontier orbital gap: 10.08 eV
- HOMO level: -9.67 eV
- Charge: 0
- Relative energy (zero: lowest compared OMol25 entry of this formula, charge and spin): 0.607 eV

Geometry (Å):
C -0.567 -1.322 0.245
N -1.218 -0.352 0.021
O 0.054 -2.263 0.435
P -1.095 1.245 -0.505
I 3.932 -0.074 -0.363
H 3.154 -0.371 1.008
H -1.935 1.937 0.581
H -2.324 1.200 -1.423

Forces on atoms 1 to 6 (eV/Å):
-0.311 1.389 -0.534
-0.803 0.354 0.234
1.123 -2.158 0.596
-2.537 1.247 -0.135
-0.023 0.008 -0.007
-0.002 -0.017 0.008